#P
The following is a DFT calculation (wB97M-V/def2-TZVPD) of a 2-piece molecular cluster, C4H12NO3 overall.

Last column: Mulliken charge in e.
Element x y z (Å)
1 O 1.11 -1.38 -1.94  -0.460
2 C 0.24 -1.61 -1.17  0.202
3 O -0.21 -2.83 -0.80  -0.436
4 C -0.58 -0.52 -0.42  0.072
5 C -0.27 0.86 -0.92  -0.694
6 C -1.32 1.88 -0.42  -1.209
7 N -0.24 -0.64 1.08  -0.276
8 H 0.36 -3.52 -1.16  0.378
9 H -1.61 -0.87 -0.47  0.346
10 H -0.39 0.74 -1.97  0.451
11 H 0.78 1.08 -0.79  0.438
12 H -1.63 1.67 0.60  0.338
13 H -2.21 1.78 -1.03  0.362
14 H -0.90 2.87 -0.45  0.352
15 H -1.01 -0.92 1.69  0.343
16 H 0.14 0.25 1.41  0.428
17 H 0.49 -1.34 1.21  0.380
18 H 2.64 1.56 1.63  0.306
19 H 2.47 0.21 2.33  0.294
20 O 2.13 0.74 1.59  -0.614

Summary:
* charge: +1
* HOMO: -15.0 eV
* Kohn-Sham gap: 0.421 Ha
* molecular weight: 122.1 g mol⁻¹


#Q
The following is a DFT calculation (wB97M-V/def2-TZVPD) of a 2-piece molecular cluster, C4H12NO3 overall.

Last column: Mulliken charge in e.
Element x y z (Å)
1 C 0.36 -0.23 -1.72  -0.923
2 C -1.67 -0.50 -0.54  -0.919
3 C -0.70 1.78 -0.86  -0.687
4 C 0.46 0.16 0.69  0.574
5 N -0.45 0.31 -0.65  0.118
6 O 0.80 1.13 1.25  -0.443
7 O 0.68 -1.12 0.87  -0.413
8 O 1.91 -1.50 3.12  -0.670
9 H 0.11 -1.22 -1.85  0.361
10 H -0.01 0.35 -2.64  0.386
11 H 1.40 0.03 -1.71  0.372
12 H -2.39 -0.10 0.06  0.362
13 H -2.15 -0.45 -1.63  0.380
14 H -1.32 -1.47 -0.36  0.393
15 H -1.67 2.03 -0.48  0.368
16 H 0.11 2.33 -0.27  0.276
17 H -0.77 1.96 -1.93  0.306
18 H 1.32 -1.08 3.68  0.343
19 H 1.14 -1.25 1.76  0.459
20 H 2.83 -1.16 3.22  0.358

Summary:
* charge: +1
* HOMO: -15.8 eV
* Kohn-Sham gap: 0.475 Ha
* molecular weight: 122.1 g mol⁻¹


#R
The following is a DFT calculation (wB97M-V/def2-TZVPD) of a 2-piece molecular cluster, C4H12NO3 overall.

Last column: Mulliken charge in e.
Element x y z (Å)
1 C 1.58 -1.28 -0.26  -1.260
2 C 0.58 -0.20 -0.09  0.317
3 C -0.85 -0.52 -0.59  -0.659
4 C -1.71 0.70 -0.04  0.583
5 O -1.13 1.92 -0.07  -0.494
6 O -2.85 0.52 0.25  -0.510
7 N 1.20 0.87 -1.25  -0.542
8 H 2.63 -1.38 0.37  0.327
9 H 1.25 -2.17 0.39  0.331
10 H 1.77 -1.60 -1.37  0.312
11 H 0.66 0.39 0.85  0.399
12 H -1.04 -0.47 -1.64  0.397
13 H -1.22 -1.46 -0.22  0.316
14 H -1.40 2.65 0.57  0.374
15 H 0.61 1.86 -1.37  0.380
16 H 2.15 1.25 -1.04  0.366
17 H 1.10 0.48 -2.13  0.351
18 H -1.09 0.12 2.95  0.234
19 H -1.32 -1.25 2.38  0.259
20 O -0.91 -0.42 2.29  -0.482

Summary:
* charge: +1
* HOMO: -14.0 eV
* Kohn-Sham gap: 0.389 Ha
* molecular weight: 122.1 g mol⁻¹


The least stable of them is #R.